Density functional theory data (wB97M-V/def2-TZVPD) for 3 unconnected molecules or ions with the total composition C3H11NO3 in a non-equilibrium geometry.

Values from the calculation:
LUMO energy	0.73	eV
frontier orbital gap	10.102	eV
highest occupied orbital energy	-9.37	eV
total charge	0
energy above the lowest of the compared OMol25 structures with the same formula, charge and spin	210.4	kJ/mol
total energy	-401.33292	Eh

```
18
Properties=species:S:1:pos:R:3:forces:R:3:lowdin_charge:R:1
C 0.9400 0.7552 0.6116 1.002 0.538 2.561 -0.253
C -0.2088 0.5818 1.6813 -0.693 -0.505 -2.905 -0.125
C -1.5774 0.6853 0.9682 0.620 1.319 0.774 -0.245
O -1.6988 0.6236 -0.2278 -0.311 -0.432 0.150 0.025
N 1.6070 2.0699 0.7954 -0.916 -0.682 0.238 -0.004
H 0.7251 0.4840 -0.4141 -0.451 0.222 0.040 0.093
H 1.6337 0.0402 1.0413 0.500 -0.463 -0.790 0.092
H -0.1839 1.3739 2.4204 0.284 -0.234 0.375 0.104
H -0.0328 -0.4445 2.0297 -0.606 0.390 0.695 0.110
H -2.4164 1.0644 1.6129 0.109 -0.611 -0.320 0.123
H 2.3945 1.9268 1.4151 0.091 0.451 -0.468 0.066
H 1.8426 2.5405 -0.0536 0.358 0.078 -0.275 0.053
H -1.2922 -1.8982 -0.5465 -0.163 0.289 -0.004 0.011
H -2.4772 -1.4326 -1.4276 0.093 0.328 0.200 0.022
O -1.8469 -2.1407 -1.2905 0.136 -0.671 -0.261 -0.058
H 1.6688 -2.5592 -2.3461 -0.032 0.205 0.073 0.040
H 1.5126 -1.1441 -1.7668 -0.151 -0.049 -0.089 0.005
O 2.1598 -1.8291 -1.9496 0.130 -0.173 0.007 -0.058
```
Forces are in eV/Å.